1.
A molecular structure, C5H6N4 in a non-equilibrium geometry, computed with ωB97M-V/def2-TZVPD.

Geometry as XYZ:
```
15
Properties=species:S:1:pos:R:3:mulliken_charge:R:1
C -2.479 -0.990 -0.282 -0.667
C -1.203 1.208 0.012 -0.123
C 0.850 0.886 0.107 0.734
C 0.963 -1.468 0.020 -0.342
C 0.160 -0.471 0.653 -0.027
H -3.042 -0.216 -1.326 0.216
H -3.147 -0.911 0.723 0.278
H -2.474 -2.062 -0.635 0.299
H -2.135 1.545 -0.268 0.456
H 0.871 -2.484 0.298 0.422
H 0.055 -0.583 1.794 0.318
N -1.123 -0.140 0.077 -0.025
N -0.087 1.842 0.034 -0.644
N 2.023 0.613 -0.325 -0.541
N 2.062 -0.927 -0.306 -0.356
```

Results
energy relative to the best compared isomer or geometry (same formula, charge and spin): 451.8 kJ/mol
total energy: -11236.9849 eV
HOMO-LUMO gap: 9.0 eV
highest occupied orbital energy: -8.98 eV
spin multiplicity: 1



2.
A molecular structure, C4H5FeO4 in a non-equilibrium geometry, computed with ωB97M-V/def2-TZVPD.

Geometry as XYZ:
```
14
Properties=species:S:1:pos:R:3:mulliken_charge:R:1
O 1.843 -0.610 -0.397 -0.412
C 2.257 2.601 0.093 0.470
O 2.926 3.329 0.632 0.032
O -0.620 1.475 0.604 -0.437
C -1.518 0.651 0.712 0.266
C -1.465 -0.662 -0.006 -0.274
O -0.385 -0.689 -0.897 -0.603
C 0.826 -1.480 -0.549 0.233
Fe 0.824 1.012 -0.743 0.699
H -2.391 0.854 1.354 0.436
H -2.419 -0.801 -0.541 0.394
H -1.416 -1.463 0.752 0.398
H 0.961 -2.183 -1.389 0.379
H 0.579 -2.034 0.377 0.420
```

Results
charge: +2
energy relative to the best compared isomer or geometry (same formula, charge and spin): 0.0 kJ/mol
total energy: -46784.6997 eV
HOMO-LUMO gap (alpha / beta): 11.6 / 7.9 eV
highest occupied orbital energy (alpha / beta): -20.82 / -20.67 eV
spin multiplicity: 6